23
Properties=species:S:1:pos:R:3:forces:R:3 method="wB97M-V/def2-TZVPD" orbital_gap_ha=0.48210 fmax_ev_per_a=2.07 mol_weight_g_mol=104.20 total_charge=+2 smiles=[NH3+]CCCCC[NH3+] homo_ha=-0.704 spin_multiplicity=1 lumo_ev=-6.05
N 0.778128 -2.108649 -2.874805 -0.065 -1.046 -0.757
C 0.983621 -1.140948 -1.745408 0.605 0.562 0.671
C -0.310662 -0.731747 -1.002242 0.904 0.320 -0.599
C -0.110286 -0.546678 0.536908 -1.234 -1.005 -1.326
C 0.317553 0.867004 0.911262 0.903 0.270 0.407
C -0.740579 1.900261 1.354452 0.720 -1.127 -0.642
N -0.911268 1.817821 2.844422 0.181 0.523 0.501
H 1.406517 -2.924863 -2.875506 0.107 0.284 0.457
H 0.904077 -1.747565 -3.830136 -0.213 0.460 0.348
H -0.153099 -2.521917 -2.836334 -0.264 0.027 -0.080
H 1.531865 -0.306340 -2.176245 -0.036 0.069 0.116
H 1.632541 -1.614707 -1.011491 0.161 -0.240 -0.285
H -0.631043 0.240113 -1.378159 -0.333 -0.177 -0.299
H -1.045764 -1.484507 -1.294259 -0.357 0.134 0.596
H 0.579233 -1.298911 0.909465 0.241 0.073 0.077
H -1.089838 -0.892788 0.890498 0.114 0.578 0.682
H 0.897451 1.309722 0.095242 -0.251 -0.018 -0.090
H 1.087131 0.764369 1.684667 -0.130 0.228 0.164
H -0.448893 2.905100 1.080069 0.017 0.181 0.195
H -1.668974 1.638430 0.851282 -0.341 0.324 0.418
H -1.427804 2.603759 3.242177 -0.779 -0.126 -0.223
H -0.041570 1.901068 3.382123 0.398 -0.285 -0.518
H -1.322516 0.927244 3.114308 -0.347 -0.008 0.185

***

24
Properties=species:S:1:pos:R:3:forces:R:3 method="wB97M-V/def2-TZVPD" orbital_gap_ha="0.08666 / 0.33986" fmax_ev_per_a=1.29 mol_weight_g_mol=120.20 total_charge=-1 homo_ha="0.047 / -0.213" spin_multiplicity=2 s_squared=0.750 lumo_ev="3.64 / 3.47"
N -0.215344 -1.643552 0.286470 0.246 -0.456 -0.491
C -1.979563 -0.140537 -1.851408 -0.481 0.223 0.136
C -0.661645 0.246275 -1.178510 -0.162 -1.263 -0.154
C -0.566047 -0.248016 0.278781 -0.182 0.650 -0.875
C 0.544809 0.503274 0.978206 -0.360 -0.322 1.197
N 0.200029 1.844789 1.402864 -0.018 0.526 -0.349
C 1.355602 2.675004 1.618153 -0.154 0.608 -0.193
H -0.866986 -2.158814 -0.304960 -0.113 -0.162 0.135
H -0.324524 -2.022633 1.223113 -0.051 -0.250 0.304
H -2.793041 0.485398 -1.467035 -0.018 0.008 -0.271
H -1.935922 -0.099785 -2.942648 0.017 0.411 0.004
H -2.301464 -1.170581 -1.668945 0.317 -0.041 0.312
H 0.107602 -0.302784 -1.730217 0.380 0.447 0.095
H -0.468769 1.318681 -1.214051 -0.026 0.045 -0.211
H -1.564536 -0.081362 0.697210 0.242 0.287 0.547
H 0.816920 -0.017555 1.903878 -0.035 -0.255 -0.107
H 1.436429 0.432458 0.357137 0.203 0.292 -0.392
H -0.455887 2.323463 0.800582 0.032 -0.316 -0.211
H 1.842628 2.431437 2.533344 0.487 -0.533 0.867
H 2.124292 2.657495 0.840009 0.015 -0.210 -0.339
H 1.073686 3.714988 1.745219 -0.294 0.257 -0.075
H 1.201842 -2.865217 -0.749512 -0.143 0.063 0.270
H 1.869283 -4.208328 -0.409580 -0.104 0.087 0.138
O 1.560612 -3.674105 -1.148096 0.201 -0.097 -0.338

***

For the records above, the corresponding energy relative to the best compared isomer or geometry (same formula, charge and spin) values read 10.3; 2.9 kcal/mol.
For the records above, the corresponding DFT total energy values read -309.010501; -384.790977 Eh.